C25H29FN4O2S | ωB97M-V with the def2-TZVPD basis set

Structure (XYZ):
```
62
Properties=species:S:1:pos:R:3:forces:R:3
C -4.0764 0.9116 1.1773 -0.20 -0.03 0.30
N -2.9932 1.5331 0.4443 -0.05 0.10 0.24
C -2.3161 2.5644 1.0911 -0.14 -0.16 0.06
O -2.6214 2.8965 2.2228 0.09 0.17 0.12
C -1.2402 3.1809 0.3484 0.22 0.13 -0.42
C -0.9006 2.7869 -0.8987 0.24 0.54 0.47
S 0.4353 3.4923 -1.8125 0.00 0.12 -0.09
C 1.1115 4.7627 -0.7103 -0.32 -0.22 -0.07
C 1.7940 4.2633 0.5672 -0.09 -0.07 -0.56
O 1.8702 4.9851 1.5368 -0.02 0.24 0.37
N 2.3311 3.0373 0.4823 0.14 -0.39 -0.10
C 2.9895 2.3932 1.5971 0.04 0.04 0.46
C 2.0017 1.7530 2.5777 -0.09 0.00 -0.33
C 0.9967 0.8362 1.8725 0.18 0.13 0.24
N 1.6716 -0.1195 1.0061 0.05 0.06 -0.11
C 2.0196 -1.3722 1.6566 -0.08 -0.21 0.07
C 0.8093 -2.3129 1.7990 0.25 0.10 0.07
N 0.1561 -2.5533 0.5273 -0.25 0.22 0.39
C 0.5188 -3.6173 -0.2809 0.08 -0.41 -0.18
C -0.2614 -3.9324 -1.4035 0.09 0.09 0.06
C 0.0271 -5.0199 -2.1996 0.24 -0.20 -0.05
C 1.1037 -5.8260 -1.8778 0.04 0.07 0.12
F 1.3913 -6.8955 -2.6579 -0.02 0.05 0.04
C 1.8873 -5.5583 -0.7735 -0.14 -0.25 -0.37
C 1.5977 -4.4603 0.0137 -0.12 0.26 0.06
C -0.2413 -1.2945 -0.0724 0.25 0.33 -0.27
C 0.9928 -0.3929 -0.2454 -0.33 -0.14 -0.10
C -1.6208 1.7142 -1.5347 -0.29 -0.27 -0.05
C -1.3005 1.2544 -2.8158 -0.07 0.00 0.14
C -1.9909 0.2144 -3.3904 0.05 -0.06 -0.12
C -3.0300 -0.3865 -2.6872 0.06 0.06 0.01
C -3.3694 0.0489 -1.4264 -0.09 0.00 0.10
C -2.6745 1.1043 -0.8190 0.32 -0.02 -0.57
H -5.0211 1.0293 0.6454 0.01 -0.05 -0.02
H -3.8751 -0.1475 1.3454 -0.03 -0.01 -0.04
H -4.1392 1.4225 2.1382 -0.03 -0.14 -0.16
H -0.7308 3.9676 0.8809 0.05 0.08 0.05
H 1.8623 5.2693 -1.3211 -0.06 0.00 0.02
H 0.3343 5.4844 -0.4579 0.13 -0.02 0.09
H 2.1527 2.4750 -0.3362 -0.05 0.15 0.01
H 3.5740 3.1520 2.1232 0.04 -0.12 -0.07
H 3.6530 1.6292 1.1915 -0.01 0.11 0.03
H 1.4454 2.5359 3.0940 0.02 0.03 0.12
H 2.5739 1.1937 3.3183 0.03 -0.01 0.12
H 0.3709 0.3534 2.6353 -0.08 0.03 -0.06
H 0.3359 1.4548 1.2622 0.02 -0.09 0.04
H 2.4456 -1.1560 2.6371 0.08 -0.04 0.03
H 2.7863 -1.8562 1.0432 0.03 -0.06 0.10
H 1.0972 -3.2577 2.2573 -0.04 0.01 0.05
H 0.0642 -1.8436 2.4527 0.07 -0.06 0.03
H -1.1222 -3.3298 -1.6480 -0.09 0.05 0.01
H -0.5802 -5.2538 -3.0598 -0.06 -0.05 -0.09
H 2.7229 -6.1991 -0.5396 0.08 -0.08 0.00
H 2.2359 -4.2633 0.8597 0.04 0.06 0.08
H -0.7154 -1.4511 -1.0384 -0.08 0.02 0.05
H -0.9631 -0.8074 0.5928 -0.05 0.02 -0.06
H 0.7035 0.5466 -0.7184 0.05 0.04 -0.03
H 1.7045 -0.9038 -0.9039 -0.06 0.01 -0.08
H -0.4945 1.7347 -3.3495 0.05 -0.03 -0.12
H -1.7309 -0.1317 -4.3782 0.03 -0.02 -0.10
H -3.5792 -1.2028 -3.1319 -0.06 -0.07 -0.02
H -4.1794 -0.4359 -0.9084 -0.07 -0.03 0.08
```
Positions in Å, forces in eV/Å.

Output
* SMILES: Cn1c(=O)cc(SCC(=O)NCCCN2CCN(c3ccc(F)cc3)CC2)c2ccccc21
* orbital gap: 7.2 eV

Mulliken population analysis, charges in e, atoms 1 to 2: -1.36 0.09

C43H41BrGdIN6P | ωB97M-V with the def2-TZVPD basis set

Structure (XYZ):
```
94
Properties=species:S:1:pos:R:3:forces:R:3
Gd -0.3688 -0.0358 -0.3783 1.44 -0.06 -3.02
N 3.8964 -1.8473 0.5405 0.31 -0.16 0.50
C 2.8918 -1.3824 -0.1915 0.02 0.05 -0.41
N 1.7062 -1.1546 0.2412 -0.65 -0.37 1.07
C 1.4047 -1.4501 1.6089 0.92 -0.25 -0.26
N 0.2093 -1.4709 2.0573 -1.05 -0.23 0.41
N -0.8367 -1.4390 1.1578 0.26 -0.71 0.94
C -2.1342 -1.3213 1.7234 0.13 -0.56 -0.25
C -3.0085 -0.1030 1.2712 -0.18 1.71 0.16
C -3.8104 0.5870 2.2853 0.39 -0.73 -0.12
C -4.2768 1.8287 2.0652 -0.12 0.97 -0.52
C -3.9509 2.5012 0.8349 -0.80 -0.21 1.28
C -3.0204 1.9310 0.0214 0.82 -1.75 -0.21
N -2.4350 0.7172 0.2197 -2.53 1.09 1.20
C 2.5335 -1.7868 2.5073 -0.28 0.16 -0.12
C 2.4031 -1.9571 3.8860 -0.11 0.07 0.11
C 3.4967 -2.3112 4.6587 -0.12 0.02 0.00
C 4.7429 -2.5022 4.0635 -0.02 -0.01 0.11
C 4.8874 -2.3456 2.7005 0.15 0.01 -0.14
C 3.7815 -1.9956 1.9350 0.13 -0.06 -0.24
H 4.7824 -2.0137 0.1010 0.15 -0.03 -0.05
H 3.1208 -1.1863 -1.2295 -0.02 0.01 -0.18
H -2.2183 -1.6175 2.7599 -0.03 0.22 0.20
H -3.9972 0.0751 3.2245 -0.05 0.08 -0.21
H -4.8792 2.3313 2.8159 0.08 -0.04 -0.12
H -4.3747 3.4682 0.5903 0.05 -0.11 0.04
H -2.6974 2.4626 -0.8510 0.25 0.19 -0.33
H 1.4234 -1.8109 4.3321 0.16 -0.03 -0.06
H 3.3794 -2.4467 5.7282 0.02 0.02 -0.11
H 5.6012 -2.7793 4.6641 -0.07 0.02 -0.02
H 5.8562 -2.4907 2.2277 -0.14 -0.01 0.03
N -0.4583 0.8730 -2.9585 0.59 1.24 0.29
C 0.1368 2.1171 -3.4273 -0.10 -0.34 0.01
C 0.4168 2.2737 -4.7791 0.04 -0.01 -0.10
C 0.9431 3.4680 -5.2517 0.01 -0.03 -0.07
C 1.1709 4.5165 -4.3718 0.02 0.09 0.09
C 0.9107 4.3489 -3.0163 0.09 0.04 0.02
C 0.4231 3.1392 -2.5176 -0.15 0.07 -0.05
P 0.1266 2.8092 -0.7330 0.70 0.83 -0.22
C 0.1697 4.4548 0.0647 -0.23 0.08 -0.04
C -1.0442 5.0297 0.4438 0.06 0.11 0.01
C -1.0782 6.2985 1.0180 -0.10 -0.13 -0.03
C 0.1014 6.9972 1.2227 0.13 0.04 0.00
C 1.3205 6.4240 0.8659 -0.07 -0.08 -0.02
C 1.3559 5.1578 0.2937 -0.02 0.09 0.07
C 1.7589 2.1820 -0.1724 -0.05 -0.04 0.07
C 2.9116 2.1172 -0.9482 0.10 -0.02 -0.03
C 4.1209 1.7459 -0.3645 0.05 -0.02 0.00
C 4.1807 1.4408 0.9928 0.13 -0.04 -0.06
C 3.0282 1.4763 1.7674 -0.09 -0.04 0.11
C 1.8194 1.8306 1.1805 0.32 0.12 -0.06
H -1.4524 1.0174 -2.8741 -0.54 -0.05 0.07
H -0.3554 0.1775 -3.6679 0.10 -0.69 -0.36
H 0.2045 1.4597 -5.4714 0.02 0.14 0.14
H 1.1535 3.5840 -6.3120 -0.04 -0.02 0.18
H 1.5526 5.4666 -4.7370 -0.06 -0.17 0.08
H 1.1019 5.1710 -2.3350 -0.03 -0.06 -0.04
H -1.9685 4.4797 0.3008 0.07 0.08 0.00
H -2.0283 6.7340 1.3135 0.12 -0.06 -0.06
H 0.0763 7.9881 1.6686 0.01 -0.17 -0.06
H 2.2464 6.9631 1.0393 -0.10 -0.06 -0.02
H 2.3121 4.7136 0.0370 -0.06 0.04 -0.01
H 2.8749 2.3924 -1.9971 0.01 -0.03 0.05
H 5.0251 1.7183 -0.9689 -0.15 0.01 0.10
H 5.1313 1.1709 1.4507 -0.19 0.05 -0.10
H 3.0699 1.2252 2.8254 -0.01 0.06 -0.20
H 0.9261 1.8937 1.7879 -0.13 0.01 0.16
Br 0.7038 -4.7419 0.1799 -0.16 0.36 0.53
C 0.9961 -5.0868 -1.6396 0.16 -0.18 -1.29
C 1.7569 -6.2063 -1.9571 0.04 -0.06 0.13
C 1.9895 -6.5455 -3.2817 0.13 -0.20 0.03
C 1.4692 -5.7654 -4.3015 -0.01 0.02 -0.27
C 0.7154 -4.6421 -3.9970 0.31 -0.32 0.09
C 0.4842 -4.3052 -2.6722 0.77 -1.24 0.04
I -0.7103 -2.5973 -2.3955 -1.03 1.90 0.88
H 2.1570 -6.8125 -1.1537 0.01 -0.04 -0.05
H 2.5753 -7.4331 -3.5137 -0.11 0.19 0.06
H 1.6441 -6.0276 -5.3396 0.01 -0.03 0.09
H 0.3101 -4.0240 -4.7932 0.01 -0.05 0.08
C -5.6109 -2.0200 0.1344 -0.11 0.05 -0.09
C -4.4944 -2.4152 1.1058 -0.36 0.13 0.27
C -4.0436 -3.8547 0.8309 0.13 -0.16 -0.03
C -5.0190 -2.3148 2.5444 0.10 -0.02 0.10
C -3.2885 -1.5382 0.8241 0.46 -0.71 0.38
H -6.5045 -2.6383 0.2928 0.20 0.13 -0.02
H -5.2875 -2.1524 -0.9058 -0.05 0.03 0.16
H -5.8926 -0.9669 0.2745 0.02 -0.20 -0.02
H -4.8783 -4.5506 0.9788 0.13 0.14 -0.03
H -3.2295 -4.1469 1.5084 -0.16 0.05 -0.14
H -3.6828 -3.9665 -0.2003 -0.05 0.02 0.20
H -5.7772 -3.0877 2.7065 0.09 0.11 -0.02
H -5.4883 -1.3437 2.7403 0.04 -0.24 -0.06
H -4.2217 -2.4775 3.2866 -0.22 0.02 -0.18
H -2.9653 -1.6490 -0.1968 0.13 0.00 -0.48
```
Positions in Å, forces in eV/Å.

Output
* expectation value of S²: 16.09
* charge: +1
* energy above the lowest of the compared OMol25 structures with the same formula, charge and spin: 326.1 kJ/mol
* orbital gap (spin up / spin down): 4.3 / 5.4 eV
* 2S+1: 8

Mulliken population analysis, charges in e, atoms 1 to 2: -0.46 0.28

C24H43Cl2F6GeO2PPdSb | ωB97M-V with the def2-TZVPD basis set

Structure (XYZ):
```
81
Properties=species:S:1:pos:R:3:forces:R:3
Pd 0.3232 0.1416 -0.8606 -0.94 2.31 -0.22
Cl 2.3755 -5.3704 4.0436 -0.26 0.36 -0.41
C 1.5200 -4.3577 2.9792 -0.50 -0.57 0.77
C 0.1192 -4.3284 3.0109 -0.18 0.16 0.02
C -0.5681 -3.4454 2.2097 -0.41 -0.63 0.60
Cl -2.2654 -3.4250 2.2083 0.23 -0.46 0.55
C 0.1018 -2.5288 1.3469 -0.28 1.03 -0.79
O -0.5129 -1.5593 0.7431 0.14 -0.90 0.39
C 1.5130 -2.7212 1.1858 0.08 -0.56 0.82
C 2.2197 -2.1055 0.0809 0.76 0.37 -0.89
O 1.7187 -1.5582 -0.8999 0.49 -0.74 0.68
C 2.2000 -3.5824 2.0408 0.00 1.25 -1.40
H -0.4268 -4.9778 3.6819 0.02 -0.01 0.00
H 3.3150 -2.2162 0.1185 -0.05 0.00 -0.02
H 3.2710 -3.6722 1.9561 0.20 -0.03 -0.05
C -0.4437 0.8512 -4.0647 0.13 -0.32 0.10
C -0.1331 2.2889 -3.6107 -0.36 -0.28 0.51
C -1.3740 3.1733 -3.7017 0.13 0.09 0.15
P 0.6855 2.2172 -1.9255 1.09 0.35 -0.69
C 2.4998 2.0481 -2.3355 -0.39 -0.54 0.30
C 3.2768 1.5479 -1.1175 0.10 0.05 0.17
C 2.6809 1.0249 -3.4571 -0.04 0.06 -0.12
C 0.4329 3.8703 -1.0659 -0.28 -0.70 0.53
C 1.4707 4.1656 0.0090 0.17 -0.06 0.06
C -0.9688 3.9816 -0.4658 -0.15 -0.04 -0.04
H -1.4436 0.8088 -4.4896 -0.03 -0.09 0.12
H -0.3853 0.1317 -3.2197 -0.16 0.11 -0.45
H 0.2371 0.4982 -4.8333 0.12 -0.03 0.03
H 0.6220 2.7357 -4.2668 0.16 -0.06 0.29
H -2.1974 2.7975 -3.1010 -0.10 -0.06 0.06
H -1.7036 3.1995 -4.7382 -0.01 -0.06 -0.10
H -1.1570 4.1964 -3.4118 -0.08 0.15 0.07
H 2.8613 3.0343 -2.6551 -0.22 -0.02 0.11
H 2.9192 0.5552 -0.8141 0.15 0.27 -0.03
H 3.2280 2.2180 -0.2663 -0.06 -0.03 0.12
H 4.3254 1.4462 -1.3909 0.07 -0.03 -0.02
H 2.2302 0.0667 -3.1786 0.09 0.02 -0.12
H 3.7425 0.8564 -3.6178 0.11 -0.03 0.06
H 2.2740 1.3548 -4.4073 -0.07 -0.03 -0.07
H 0.5506 4.5912 -1.8863 0.01 -0.33 -0.21
H 1.5305 3.3584 0.7409 0.03 -0.02 0.01
H 1.1626 5.0544 0.5612 -0.04 0.05 -0.11
H 2.4564 4.3591 -0.4050 0.11 -0.04 0.03
H -0.9837 3.5727 0.5423 -0.03 -0.06 -0.04
H -1.7201 3.4683 -1.0586 -0.17 -0.01 0.03
H -1.2583 5.0273 -0.3967 0.04 0.11 -0.03
F 1.2650 0.4573 1.3105 -1.25 0.06 0.69
Sb -0.3199 0.7526 2.5851 0.22 0.44 -0.85
F -1.0857 1.1536 0.7051 1.14 -0.53 0.59
F 0.4545 -0.7640 3.5019 -0.69 0.85 -0.50
F -1.9450 -0.3406 2.6455 1.33 0.56 0.03
F 1.0011 1.8582 3.3796 -0.80 -0.45 -0.20
F -1.5064 2.1981 2.9362 0.70 -0.72 0.22
C -4.7857 -5.3167 -1.7287 0.01 0.13 0.19
C -3.8613 -4.3363 -1.0266 0.02 0.11 -0.32
C -2.8957 -3.6524 -1.9906 -0.11 -0.38 -0.03
C -1.8031 -2.9036 -1.2724 -0.45 0.81 1.02
Ge -2.4972 -1.4713 0.0672 -0.05 0.53 -2.64
C -2.9575 0.0975 -1.2054 0.80 -0.62 1.05
C -4.4185 -0.1403 -1.5622 -0.09 0.20 -0.03
C -4.9272 0.9227 -2.5482 -0.13 -0.42 0.06
C -4.4839 0.6474 -3.9738 -0.12 0.22 0.03
H -5.4952 -5.7327 -1.0212 -0.12 -0.14 0.02
H -4.2107 -6.1320 -2.1611 -0.01 -0.08 -0.09
H -5.3474 -4.8258 -2.5187 -0.07 0.02 -0.13
H -3.2914 -4.8665 -0.2622 0.07 -0.01 0.12
H -4.4519 -3.5630 -0.5207 -0.06 -0.01 0.12
H -3.4431 -2.9876 -2.6623 0.00 -0.07 -0.08
H -2.4155 -4.4208 -2.6088 -0.11 0.10 -0.09
H -1.1728 -2.3303 -1.9703 -0.08 -0.05 0.29
H -1.1748 -3.5934 -0.7069 0.05 -0.03 -0.03
H -3.5813 -1.3890 1.1401 0.20 -0.25 -0.12
H -2.3198 0.0874 -2.0961 -0.02 -0.05 0.10
H -2.8724 1.0561 -0.6940 0.11 -0.06 -0.03
H -5.0164 -0.1002 -0.6488 -0.04 -0.06 0.01
H -4.5637 -1.1232 -2.0162 -0.09 -0.11 0.03
H -4.5997 1.9145 -2.2336 -0.03 0.07 0.12
H -6.0163 0.9114 -2.5076 -0.04 0.12 -0.02
H -3.4050 0.7145 -4.0852 0.11 -0.06 -0.01
H -4.9261 1.3764 -4.6462 -0.01 0.05 -0.16
H -4.8045 -0.3402 -4.2933 -0.02 -0.14 -0.09
```
Positions in Å, forces in eV/Å.

Output
* expectation value of S²: 0.77
* charge: +2
* energy above the lowest of the compared OMol25 structures with the same formula, charge and spin: 267.8 kJ/mol
* orbital gap (spin up / spin down): 6.2 / 5.3 eV
* 2S+1: 2

Mulliken population analysis, charges in e, atoms 1 to 2: 0.99 -0.07

C14H14ClGaN2O5PS | ωB97M-V with the def2-TZVPD basis set

Structure (XYZ):
```
39
Properties=species:S:1:pos:R:3:forces:R:3
C -0.9696 -0.1744 1.8348 -5.56 -0.55 -1.90
C -2.1204 -0.5829 1.3147 5.99 2.03 3.30
Ga -4.0622 -1.0581 0.6786 0.74 -0.68 -1.33
S -4.8492 -2.8735 1.8531 -0.83 -0.83 -0.29
P -5.3596 0.8938 0.9129 -0.37 1.42 1.74
O -6.7929 0.4395 1.8091 1.37 -0.57 -0.16
Cl -5.9698 1.5489 -1.0128 -0.30 -0.78 0.29
H -0.2402 0.5714 2.3357 -1.46 -1.92 -1.22
H -4.0830 -1.4596 -0.8830 0.20 0.04 0.25
H -5.6956 -3.5295 0.9349 1.01 1.06 0.81
H -6.4158 -0.1132 2.5500 -0.67 0.46 -1.16
C 0.8893 2.8088 -3.3133 -0.04 -0.01 0.01
C 0.7417 3.8138 -2.3613 -0.17 -0.25 -0.02
C -0.2273 3.6967 -1.3691 0.03 0.03 0.02
C -1.0408 2.5643 -1.3377 0.65 0.04 -0.61
C -0.9024 1.5588 -2.2931 -0.05 -0.10 0.01
C 0.0672 1.6863 -3.2831 0.02 0.28 0.16
N -2.0443 2.4227 -0.2810 -0.85 -0.29 0.58
O -2.1510 3.3347 0.5331 0.21 -0.43 -0.44
O -2.7125 1.4009 -0.2690 0.54 1.13 -0.53
H 1.6508 2.9006 -4.0830 -0.09 -0.01 0.10
H 1.3852 4.6879 -2.3907 -0.10 -0.09 0.04
H -0.3319 4.4867 -0.6328 -0.15 -0.26 -0.01
H -1.5345 0.6764 -2.2788 0.00 0.20 0.24
H 0.1858 0.9078 -4.0300 -0.05 0.06 0.15
C 4.5962 -3.2558 2.4041 -0.02 0.02 -0.03
C 3.8208 -3.8586 1.4175 0.08 0.29 0.03
C 3.1994 -3.0795 0.4462 -0.02 -0.03 -0.06
C 3.3655 -1.6952 0.4702 0.37 -0.51 0.62
C 4.1345 -1.0852 1.4603 0.03 0.06 0.01
C 4.7499 -1.8722 2.4292 -0.14 -0.17 -0.21
N 2.7337 -0.8729 -0.5650 -0.57 0.48 -0.68
O 2.0499 -1.4444 -1.4077 0.64 0.46 0.67
O 2.9295 0.3381 -0.5301 -0.10 -0.90 -0.02
H 5.0843 -3.8678 3.1575 -0.08 0.08 -0.09
H 3.7033 -4.9376 1.4040 -0.03 0.16 -0.03
H 2.5979 -3.5620 -0.3169 0.03 0.29 0.05
H 4.2650 -0.0084 1.4895 -0.16 -0.17 -0.19
H 5.3532 -1.4076 3.2027 -0.10 -0.01 -0.12
```
Positions in Å, forces in eV/Å.

Output
* charge: -1
* orbital gap: 4.9 eV

Mulliken population analysis, charges in e, atoms 1 to 2: -0.09 -0.46

C4H12 | ωB97M-V with the def2-TZVPD basis set

Structure (XYZ):
```
16
Properties=species:S:1:pos:R:3:forces:R:3
C -1.4503 -0.5238 -0.8363 -1.01 -0.39 -0.73
C -2.0702 -0.7495 0.5320 -0.64 -1.54 -0.16
H -0.4253 -0.8763 -0.7399 0.38 1.10 -0.39
H -1.8046 -1.0519 -1.7341 -0.54 -0.78 0.75
H -1.7371 0.4741 -1.1724 1.32 0.51 0.28
H -3.1556 -0.6747 0.6283 0.05 0.97 -0.24
H -1.5213 -0.1465 1.2474 -0.31 0.13 0.29
H -1.9916 -1.7979 0.8278 0.66 -0.10 0.11
C 1.3021 1.2762 0.0988 0.96 0.22 0.77
C 2.2125 0.0205 0.1578 -0.50 0.61 0.45
H 1.6877 2.0129 0.8095 -0.15 -0.03 0.12
H 1.3738 1.8031 -0.8475 -0.42 -0.27 -0.29
H 0.2830 1.0581 0.3990 -0.09 0.12 -0.34
H 2.6961 -0.1245 -0.8038 0.05 -0.43 0.09
H 1.6379 -0.8442 0.4930 0.05 -0.18 -0.48
H 2.9630 0.1446 0.9403 0.20 0.06 -0.25
```
Positions in Å, forces in eV/Å.

Output
* energy above the lowest of the compared OMol25 structures with the same formula, charge and spin: 64.7 kJ/mol
* SMILES: CC.CC
* orbital gap: 12.5 eV

Mulliken population analysis, charges in e, atoms 1 to 2: -0.74 -0.87